(1)
{
  "formula": "C22H38N10O12",
  "method": "ωB97M-V with the def2-TZVPD basis set",
  "smiles": "C[N+](=O)[O-].C[N+](=O)[O-].C[N+](=O)[O-].C[N+](=O)[O-].C[N+](=O)[O-].C[N+](=O)[O-].c1cc[nH]c1.c1cc[nH]c1.c1cc[nH]c1.c1cc[nH]c1",
  "energy_ha": -2310.869437,
  "total_charge": 0,
  "homo_lumo_gap_ev": 7.800,
  "de_lowest_kj_mol": 0.00,
  "species": ["H", "H", "N", "O", "O", "C", "C", "H", "O", "C", "H", "H", "C", "C", "O", "N", "H", "O", "C", "H", "C", "H", "O", "H", "H", "C", "N", "N", "C", "H", "H", "H", "N", "C", "N", "H", "H", "N", "H", "N", "H", "H", "N", "H", "C", "H", "H", "H", "H", "H", "O", "H", "H", "C", "H", "C", "C", "C", "C", "H", "H", "C", "H", "H", "C", "O", "H", "H", "O", "C", "O", "C", "C", "O", "H", "H", "H", "N", "H", "H", "C", "O"],
  "xyz": [[-5.6474, 1.6405, 1.6688], [-3.0069, 2.1230, 2.0060], [-0.4974, 3.3695, -3.2542], [4.1257, 3.6755, 1.8369], [1.5891, -0.9207, 0.7264], [-4.4769, -1.5148, -1.3640], [-1.5204, -2.3035, 0.9858], [2.9314, -2.8567, 3.2811], [0.0108, 0.4846, 1.2530], [-1.6969, 4.1138, -3.2955], [-2.1661, 3.3672, 0.2520], [1.6460, 1.4309, 2.8629], [-2.6765, 3.1562, -3.4389], [2.2068, -3.5094, 2.7944], [-1.8717, -3.7670, 2.7441], [0.9552, -2.9957, -3.9695], [-3.6865, 3.3750, -3.4834], [3.9120, 0.7769, -0.6093], [-4.0082, -0.7370, 3.1783], [1.2799, -2.9926, 2.6594], [-3.9272, -2.3632, -2.2990], [5.6115, 4.3285, 4.5307], [2.1093, -4.9555, 0.9001], [3.9452, -1.7220, -2.1936], [-5.4511, -1.6209, -0.8527], [-2.6509, -1.9186, -2.5417], [-2.3621, -0.8692, -1.7377], [3.9947, 0.2358, -1.6933], [4.7208, -1.0646, -1.8138], [1.1488, -0.9757, -1.3652], [-2.4518, -2.6420, 0.4368], [-1.4311, -1.1949, 0.8818], [2.7728, -4.1363, 1.5038], [5.5074, 4.5719, 3.4969], [4.4606, 3.5584, 2.9794], [-1.9194, -0.0387, 2.9415], [-0.7334, 3.3930, -0.7986], [-1.3624, -2.7538, 2.3797], [0.1191, 1.2962, -3.1273], [-0.4054, 3.9478, 1.1915], [1.1582, -3.6290, -0.8033], [-1.8369, -2.4212, -3.0943], [-5.1700, -0.2297, 2.7028], [-1.7512, 5.1270, -3.1116], [-3.5496, -0.5045, -1.1115], [0.3305, 3.9184, -3.2003], [-2.5295, 0.8998, -3.3476], [-0.8373, 2.0553, 0.4461], [3.0718, 0.4242, 2.5672], [5.5120, -0.8817, -2.4481], [-1.1000, 4.7439, 1.8335], [0.9998, -4.9362, -3.1470], [2.5284, 1.6211, 1.2774], [2.1798, 0.8958, 2.0677], [0.9434, -3.1829, -4.9766], [-0.6817, 2.0153, -3.3121], [1.0511, -3.1887, -1.7710], [1.0362, -1.7270, -3.4884], [0.9595, -3.8950, -2.9750], [-0.6687, -2.6867, 0.3821], [5.0468, 5.5502, 3.2961], [-3.5216, 1.1879, 2.1580], [-4.2956, -3.3468, -2.6411], [-1.5545, -0.2923, -1.8566], [-4.8422, 0.9986, 2.0965], [0.7830, 3.7789, 1.3508], [-3.6618, 0.3735, -0.4213], [-4.1264, -1.6275, 3.7676], [-0.6084, -2.1214, 3.0702], [0.9931, -1.8156, -2.0964], [3.7527, -3.5862, 1.0587], [-1.1021, 3.0840, 0.1910], [-2.0384, 1.9023, -3.4366], [3.4748, 0.7164, -2.6946], [2.0959, -4.4023, 3.4531], [1.3070, -0.8922, -4.0935], [5.0452, -1.3835, -0.8117], [1.1522, 0.0427, 1.3634], [6.3707, 4.3034, 2.8226], [-6.1156, -0.5861, 2.7538], [-2.9749, 0.0445, 2.7640], [4.0768, 2.6609, 3.7625]],
  "forces_ev_per_angstrom": [[0.8, -0.7, 0.5], [0.0, -0.1, -0.5], [-0.2, 2.5, 0.3], [-0.3, -0.1, -0.4], [-0.8, 0.7, 1.2], [-1.0, 1.8, 1.4], [-0.4, 0.8, -2.6], [0.2, -0.1, -0.6], [1.1, -0.7, 0.6], [0.9, -4.4, -0.4], [0.5, -0.6, 0.0], [0.1, 0.0, -0.5], [1.8, 0.5, 0.3], [1.1, -2.3, 1.0], [-1.2, -1.3, 0.1], [0.2, 0.6, -2.1], [-1.8, 0.1, -0.1], [0.3, -0.4, 0.2], [-0.4, -1.5, 0.0], [-0.4, 0.0, -0.6], [0.8, -2.0, -1.0], [0.4, 0.1, 0.5], [0.2, -0.3, 0.7], [0.3, -0.3, -0.3], [0.7, 0.3, -0.6], [1.5, -1.8, -0.6], [-1.9, 0.8, -0.1], [-0.7, 1.2, 0.0], [-2.0, -0.1, 2.0], [-0.4, -1.1, -1.1], [0.9, 0.1, 1.3], [-0.2, -1.1, 0.7], [-1.3, 2.3, -0.1], [-0.8, -1.2, -1.8], [0.1, -0.9, 1.9], [0.0, -0.4, 0.4], [0.0, -0.4, 0.4], [0.1, 0.0, -1.2], [-0.3, 0.4, -0.4], [-1.0, 0.5, 0.8], [-0.1, -0.2, 0.3], [-0.7, 0.5, 0.3], [0.0, 2.5, -1.1], [0.2, 1.9, 0.0], [-0.2, 0.2, 1.4], [0.9, -0.4, 0.1], [0.2, 1.3, -0.6], [-0.3, 0.4, -0.3], [-1.2, -0.3, -1.1], [1.6, 0.1, -1.6], [0.9, -0.7, -0.7], [-0.1, -0.8, -0.2], [-0.4, -0.8, 0.9], [0.3, 1.1, 0.7], [0.0, -0.1, 0.9], [-0.4, 1.3, 0.2], [-0.7, -0.5, -1.1], [-0.2, 0.1, 1.6], [0.4, 0.5, 1.9], [-0.3, -0.1, 0.7], [0.6, -0.3, 0.1], [0.7, 0.5, 0.1], [0.1, 0.9, 0.1], [0.2, 0.2, 0.1], [-3.4, 0.0, -0.4], [0.1, 0.1, -0.1], [0.4, -1.1, -0.9], [0.7, -0.3, 0.0], [1.0, 1.3, 0.8], [1.3, 1.2, 0.0], [0.8, -0.3, -0.1], [-0.4, 0.9, -0.3], [-1.2, -3.1, 0.4], [0.5, -0.8, 0.1], [-0.4, 0.8, -0.4], [-0.3, 0.3, -0.4], [-0.2, 0.3, -0.5], [1.2, -0.1, -1.3], [-0.7, 0.8, 1.1], [0.5, -0.1, 0.2], [0.9, 0.3, 1.0], [0.6, 1.6, -1.3]],
  "lowdin_charge": [0.123, 0.089, -0.020, 0.076, 0.024, -0.132, 0.017, 0.092, 0.007, -0.094, 0.099, 0.092, -0.093, 0.062, 0.093, -0.004, 0.073, 0.050, -0.139, 0.040, -0.132, 0.075, 0.045, 0.094, 0.103, -0.162, 0.011, -0.424, 0.076, 0.088, 0.115, 0.065, -0.423, 0.072, -0.421, 0.075, 0.083, -0.450, 0.107, -0.424, 0.060, 0.110, 0.028, 0.085, -0.132, 0.133, 0.096, 0.062, 0.110, 0.070, 0.045, 0.101, 0.087, 0.027, 0.165, -0.126, -0.095, -0.148, -0.123, 0.090, 0.101, -0.136, 0.107, 0.105, -0.146, 0.054, 0.109, 0.114, 0.019, -0.137, 0.048, 0.041, -0.128, 0.038, 0.109, 0.098, 0.108, -0.348, 0.118, 0.147, -0.120, 0.025]
}


(2)
{
  "formula": "C22H39ClN5OP",
  "method": "ωB97M-V with the def2-TZVPD basis set",
  "smiles": "CCCCCC[C@](C#N)([C@H](C#N)CCCCN)P(O)Cl.CCCC#N.CCCC#N",
  "energy_ha": -2012.241232,
  "total_charge": 0,
  "homo_lumo_gap_ev": 9.979,
  "species": ["H", "H", "H", "C", "C", "H", "C", "C", "H", "N", "C", "H", "H", "Cl", "H", "C", "H", "H", "H", "P", "H", "H", "H", "C", "C", "C", "C", "H", "H", "H", "C", "C", "H", "C", "N", "C", "H", "C", "N", "C", "C", "H", "C", "H", "H", "H", "N", "H", "C", "H", "H", "H", "N", "H", "C", "H", "H", "H", "H", "C", "H", "H", "H", "O", "C", "H", "H", "H", "H"],
  "xyz": [[6.8048, 3.3034, -0.8819], [-3.0565, -2.0506, -2.1651], [-6.2285, -0.5936, 0.8180], [-4.6281, -1.9011, 0.6031], [6.3625, 3.0137, 0.0736], [-7.5831, -1.8849, -0.9957], [-1.1644, -2.8612, -4.1128], [4.4717, -0.3258, 0.1018], [-2.7133, 4.0308, 0.0558], [0.1273, -2.3591, -1.9005], [5.0862, 2.2121, -0.2052], [-1.4222, -3.9214, -4.1342], [4.4053, 2.3007, 0.6463], [3.1886, 0.3535, 4.7836], [5.0301, 4.5742, 0.7869], [-3.4520, -2.2496, -3.1605], [2.3762, -0.6469, -0.1644], [6.2984, 4.1814, 1.9366], [6.6553, 5.1488, 0.4950], [3.3695, 1.2956, 2.9896], [1.0225, 1.4609, 1.2383], [-2.8891, 0.6588, -0.2574], [2.7575, 1.0464, -0.0529], [-6.9720, -2.6292, 0.9495], [-0.7947, 0.2020, -0.0380], [1.0005, 0.5118, 1.7823], [-2.0723, 2.2709, 0.8743], [-2.1223, -0.9435, -4.2463], [-6.6468, -3.5738, 1.3888], [-0.4720, -2.6718, -4.9345], [-2.4223, -1.9936, -4.2546], [-7.2518, -2.8182, -0.5361], [7.0932, 2.3887, 0.5940], [3.0077, 0.0681, 0.3649], [2.5944, -2.3993, 2.7505], [0.4239, 0.8083, 3.0993], [4.5633, 2.7123, -1.0269], [-5.9092, -1.5577, 1.2194], [-2.3905, 3.1320, -0.2857], [-2.1112, 0.7908, 0.4959], [0.0684, -0.4793, 1.0239], [0.6447, -1.2941, 0.5901], [2.5557, -1.3274, 2.3450], [-2.8656, -2.1886, -5.2329], [-2.8208, 2.4661, 1.6438], [-0.2299, 0.9981, -0.5412], [-0.0770, 1.0584, 4.0991], [-1.0328, -0.5339, -0.8047], [-0.4482, -2.5812, -2.8659], [-1.5407, 3.3445, -0.7982], [-0.6040, -0.9227, 1.7599], [-2.4202, 0.2181, 1.3753], [-3.6326, -2.1712, 0.1051], [-8.0324, -3.5630, -0.6893], [6.0856, 4.3006, 0.8727], [-6.3599, -3.1579, -1.0652], [4.9435, -0.6560, 1.0222], [-3.7863, -3.2900, -3.1705], [-4.3260, -1.6145, -3.3104], [2.4987, 0.0429, 1.8364], [5.4132, 1.8287, 2.5217], [4.4665, -1.2046, -0.5460], [-7.8879, -2.3365, 1.4654], [4.9528, 1.0028, 2.7127], [5.3370, 0.7450, -0.5958], [-5.7457, -1.4327, 2.2906], [6.3798, 0.5015, -0.3730], [5.2269, 0.6280, -1.6756], [-1.1000, 2.5351, 1.3099]],
  "forces_ev_per_angstrom": [[0.1, -0.2, 0.0], [0.0, 0.0, -0.1], [0.0, 0.0, 0.0], [-0.2, 0.1, 0.1], [-0.2, 0.3, 0.0], [0.0, 0.0, 0.0], [-0.1, 0.1, 0.0], [-0.1, -0.1, -0.1], [0.0, 0.0, -0.1], [0.2, 0.1, 0.2], [0.0, 0.0, -0.3], [0.0, 0.0, 0.0], [0.1, -0.1, 0.0], [0.0, -0.1, 0.1], [0.0, 0.0, 0.0], [0.1, 0.0, -0.1], [-0.1, 0.1, 0.0], [0.0, 0.0, 0.0], [0.1, 0.0, 0.1], [0.0, 0.2, -0.3], [0.0, 0.0, 0.1], [-0.1, 0.1, 0.1], [0.1, 0.0, 0.0], [0.0, 0.0, -0.1], [-0.3, 0.1, -0.2], [0.1, -0.3, -0.1], [0.0, 0.1, -0.2], [0.0, 0.0, 0.0], [0.0, 0.0, 0.0], [0.0, 0.0, 0.0], [-0.1, 0.0, 0.1], [0.0, 0.0, 0.0], [0.0, 0.0, 0.0], [0.0, -0.1, 0.1], [0.0, -0.2, 0.0], [0.1, 0.0, -0.3], [-0.1, 0.0, 0.1], [-0.1, -0.1, 0.0], [0.2, 0.1, 0.2], [0.1, 0.0, 0.2], [-0.2, 0.3, 0.2], [0.0, 0.1, 0.0], [0.1, 0.3, 0.0], [0.1, 0.0, 0.0], [0.0, 0.0, 0.0], [0.1, -0.1, -0.1], [-0.2, 0.1, 0.2], [0.1, 0.0, 0.1], [-0.1, -0.2, -0.3], [-0.1, -0.1, -0.1], [0.1, -0.2, -0.1], [0.0, -0.1, -0.1], [0.3, -0.1, 0.0], [0.0, 0.0, 0.0], [-0.3, -0.1, -0.1], [0.0, 0.0, 0.0], [0.0, 0.1, 0.1], [0.0, 0.0, 0.0], [0.0, 0.0, 0.0], [-0.1, -0.1, 0.1], [0.0, 0.0, 0.0], [0.0, 0.0, 0.1], [0.0, 0.0, 0.0], [0.0, -0.1, 0.0], [0.0, -0.1, 0.2], [0.0, 0.0, 0.0], [0.0, 0.0, -0.1], [0.0, 0.1, 0.0], [0.0, -0.1, 0.1]],
  "lowdin_charge": [0.106, 0.021, 0.122, -0.211, -0.262, 0.077, -0.184, -0.182, 0.056, 0.177, -0.242, 0.121, 0.057, 0.324, 0.071, -0.120, 0.108, 0.065, 0.066, 0.624, 0.126, 0.094, 0.114, -0.258, -0.196, -0.308, -0.282, 0.110, 0.112, 0.116, -0.258, -0.107, 0.102, -0.157, 0.197, -0.269, 0.116, -0.181, -0.010, -0.214, -0.149, 0.085, -0.285, 0.105, 0.108, 0.112, 0.179, 0.062, -0.209, 0.056, 0.120, 0.095, 0.185, 0.072, -0.107, 0.066, 0.095, 0.078, 0.074, -0.536, 0.034, 0.112, 0.108, -0.348, -0.184, 0.120, 0.106, 0.108, 0.094]
}


(3)
{
  "formula": "C22H39F5NO2",
  "method": "ωB97M-V with the def2-TZVPD basis set",
  "energy_ha": -1565.941300,
  "total_charge": -1,
  "homo_lumo_gap_ev": 6.469,
  "species": ["C", "H", "H", "H", "F", "H", "H", "H", "C", "H", "H", "H", "C", "H", "H", "H", "C", "F", "H", "C", "H", "C", "H", "F", "C", "C", "C", "H", "C", "N", "C", "C", "C", "H", "H", "H", "H", "C", "H", "H", "H", "H", "H", "O", "H", "H", "F", "C", "C", "C", "H", "H", "H", "H", "C", "H", "O", "H", "H", "H", "H", "C", "F", "C", "H", "C", "H", "C", "H"],
  "xyz": [[2.5511, -2.6015, -1.3785], [5.4968, -1.6848, 1.2008], [4.1566, 1.4407, -1.4347], [5.2207, -0.3247, 2.5580], [-3.1356, -0.1711, -4.0653], [2.4195, -3.4900, -0.7520], [-4.5523, 1.6578, 0.5368], [-2.3078, 3.8286, 2.9958], [5.3472, 0.4815, 0.3242], [-0.3461, 4.3474, 1.5363], [4.0937, 3.2598, 0.5023], [2.2694, -2.0372, -3.4259], [3.9709, 1.0879, -0.3288], [-5.0570, 3.3332, 3.0630], [-1.7367, -0.4583, 0.5833], [-5.3709, -0.2526, 2.9965], [0.6516, 2.2957, 0.8557], [-0.9234, 0.3331, -3.3108], [5.9581, -0.0494, -0.5434], [3.3434, 2.3361, 0.5503], [-0.5002, 3.8893, -0.3015], [-1.9972, -2.9838, -0.6683], [-3.8763, 1.9898, 3.6856], [-2.3308, -2.5364, -4.3884], [-2.2717, -1.2244, 1.3260], [-4.8704, 1.5224, 1.6568], [-3.1609, -0.4888, 2.4899], [3.1710, 0.2094, -0.3974], [3.9725, -3.2979, -3.1198], [-2.6543, -2.9068, -2.0280], [-1.8366, -2.1154, -3.0237], [1.9015, 2.8692, -0.0480], [2.5355, -2.9308, -2.8483], [0.2199, 1.3328, 0.3182], [3.7719, -0.8893, 1.4672], [-1.3699, -1.7647, 1.8911], [1.8500, 2.4884, -1.1700], [-2.1454, -0.4728, -2.9658], [6.0262, 1.3139, 0.7968], [-1.7973, -4.1430, -0.4642], [1.7843, -1.8666, -1.1169], [-3.4587, -3.2474, 1.1944], [-3.9861, -2.0077, -0.1302], [5.9017, -2.2402, -2.1127], [-5.1444, -0.6892, 1.1770], [-3.4479, 4.5642, 1.6850], [-0.3799, -2.4294, -3.0211], [-3.0096, 3.5259, 2.0788], [-3.0520, -2.4009, 0.4914], [4.9392, -0.6668, 1.4665], [0.8994, 2.1358, 1.9887], [1.8842, 4.0429, -0.0277], [-1.8885, 1.6361, 1.1686], [-2.5057, 0.3782, 2.9310], [4.7048, -2.4757, -2.1029], [-3.2816, -1.2840, 3.3690], [3.8456, -2.0560, -1.1284], [4.1650, -4.3572, -2.9287], [1.8259, -3.7219, -3.1047], [-6.0461, 1.7278, 1.6838], [3.1719, 2.0146, 1.6763], [-4.1970, 2.5857, 2.7069], [-2.7993, -0.0445, -1.7079], [-0.5526, 3.4550, 0.8080], [-2.5907, 2.8771, -0.0667], [-4.6775, -0.0584, 2.0447], [-1.0237, -2.3462, -0.5463], [-2.0383, 2.7823, 0.9867], [4.2709, -3.0266, -4.1351]],
  "forces_ev_per_angstrom": [[-0.9, -0.1, 0.3], [-1.2, 2.2, 0.7], [-0.3, -0.5, 2.1], [-0.4, -0.7, -2.2], [3.0, -0.3, 3.7], [0.0, 0.1, 0.0], [-0.3, 0.0, 2.2], [-1.5, -0.5, -1.9], [-0.6, -0.8, -0.3], [-0.3, -1.8, -1.2], [-1.4, -2.1, 0.3], [-0.1, -0.2, 0.1], [-0.3, 0.1, 0.3], [1.8, -1.6, -0.7], [-1.5, -1.6, 1.5], [1.4, 0.4, -2.0], [-1.0, 1.3, -1.0], [-3.8, -1.7, 1.6], [-1.3, 1.1, 1.9], [0.1, 0.3, -0.4], [-0.1, -0.7, 2.4], [-0.9, -0.2, 0.2], [-0.4, 1.3, -2.2], [1.6, 1.3, 2.9], [0.4, -0.6, 0.4], [-1.1, -0.3, -0.2], [0.2, -1.1, 0.0], [1.7, 1.9, 0.2], [-0.3, 0.1, -0.4], [3.8, 2.8, -2.2], [-3.4, -3.7, 1.9], [0.7, -0.7, 0.6], [-0.7, -0.2, -0.6], [0.9, 1.8, 1.5], [2.5, 0.5, -0.1], [-1.8, 1.2, -1.2], [-0.2, 0.9, 2.3], [-0.8, 0.8, -1.8], [-1.4, -1.5, -0.9], [-0.1, 2.4, -0.1], [0.2, -0.1, 0.1], [0.9, 1.6, -1.1], [2.1, -0.7, 1.4], [-1.7, 0.1, 0.5], [1.3, 1.0, 1.7], [0.9, -2.5, 0.6], [-2.3, 1.4, -0.3], [1.0, 0.0, 1.2], [0.2, 0.4, -0.8], [0.2, -0.2, -0.1], [-0.2, 0.0, -2.3], [0.0, -2.3, -0.1], [-0.5, 2.2, 0.0], [-1.5, -1.4, -0.8], [1.8, 0.2, 0.2], [0.3, 1.6, -1.9], [1.1, -0.1, -0.5], [0.2, 0.1, -0.1], [0.0, 0.3, 0.1], [2.5, -0.5, -0.2], [0.6, 0.6, -2.3], [-0.8, 0.3, 0.0], [2.7, -0.8, -4.2], [0.0, -0.5, -1.4], [1.2, -0.4, 2.2], [-0.5, 0.7, 1.1], [-1.4, -1.4, -0.3], [-0.5, 0.5, -1.0], [0.3, -0.2, 0.2]],
  "lowdin_charge": [-0.161, 0.077, 0.114, 0.064, -0.027, 0.134, 0.105, 0.106, -0.241, 0.106, 0.110, 0.125, -0.237, 0.104, 0.088, 0.109, -0.200, -0.030, 0.096, -0.221, 0.110, -0.310, 0.110, -0.079, -0.241, -0.222, -0.223, 0.101, -0.087, -0.074, -0.334, -0.223, -0.173, 0.113, 0.076, 0.115, 0.120, -0.134, 0.101, 0.097, 0.122, 0.100, 0.096, 0.082, 0.103, 0.117, -0.064, -0.220, -0.212, -0.147, 0.111, 0.103, 0.078, 0.093, -0.455, 0.111, -0.016, 0.133, 0.120, 0.108, 0.108, -0.227, 0.002, -0.219, 0.120, -0.211, 0.084, -0.217, 0.129]
}